Here is a molecular structure, C9H10N3O2S in a non-equilibrium geometry from the Open Molecules 2025 dataset. Energies are from wB97M-V/def2-TZVPD.

Properties
- charge = +1
- F_max (eV/Å) = 6.031
- ΔE to the lowest compared entry with this formula, charge and spin (kcal/mol) = 85.8
- lowest unoccupied orbital energy (alpha / beta) (eV) = -6.22 / -6.23
- total energy (eV) = -28881.576
- orbital gap (alpha / beta) (Eh) = 0.2330 / 0.2329

Geometry as XYZ:
```
25
Properties=species:S:1:pos:R:3:lowdin_charge:R:1
C 2.1010 0.6184 0.0725 -0.142
C 1.2934 -2.9083 -0.1292 -0.050
C -0.0101 -2.9338 0.3353 -0.025
C 1.9264 -1.6913 -0.1960 0.006
C -0.7322 -1.7378 0.6354 0.048
C 1.2945 -0.5140 0.2344 -0.192
C -0.0382 -0.4785 0.6007 -0.275
C -1.6297 1.0215 1.8825 -0.048
C -1.1887 1.0095 -1.9985 -0.076
N 2.9319 1.3998 -0.1383 0.208
N 1.2177 3.1245 -1.2729 0.189
N -0.7510 0.6595 0.8346 -0.251
O 2.1366 3.0821 -0.6147 0.068
O -1.1751 2.9805 -0.0126 -0.365
S -0.4080 1.8877 -0.4547 0.970
H 1.6880 -3.8779 -0.2567 0.108
H -0.4464 -3.9348 0.4445 0.126
H 2.9881 -1.4951 -0.4280 0.141
H -1.7088 -1.8461 0.9785 0.092
H -2.2160 1.9006 1.6247 0.092
H -2.4218 0.2636 1.8944 0.113
H -1.0027 1.2503 2.7134 0.102
H -1.9654 0.2529 -1.7233 0.091
H -1.3834 1.7345 -2.6503 -0.001
H -0.5002 0.2321 -2.3758 0.071
```

***

Here is a gas-phase ion, C9H10NO2 (charge +1) in a non-equilibrium geometry from the Open Molecules 2025 dataset. Energies are from wB97M-V/def2-TZVPD.

Properties
- charge = +1
- F_max (eV/Å) = 4.511
- ΔE to the lowest compared entry with this formula, charge and spin (kcal/mol) = 9.1
- lowest unoccupied orbital energy (eV) = -4.45
- total energy (eV) = -15072.177
- orbital gap (Eh) = 0.2943

Geometry as XYZ:
```
22
Properties=species:S:1:pos:R:3:lowdin_charge:R:1
N 2.2693 1.1186 -0.9057 0.282
C 1.5865 0.5966 0.0686 -0.182
C 0.5769 1.3178 0.7428 -0.022
C -0.6174 0.5159 0.1975 -0.160
C -1.7720 1.1329 -0.1989 -0.027
C -2.9258 0.4372 -0.5300 -0.009
C -2.7841 -0.9786 -0.4344 -0.030
C -1.6428 -1.6184 -0.0029 0.036
C -0.5183 -0.8268 0.2206 -0.267
O 0.5574 -1.5177 0.6066 0.080
C 1.8176 -0.8573 0.4741 -0.331
O 2.7235 -1.4657 -0.3088 0.087
H 2.3986 2.1110 -0.9708 0.152
H 2.8526 0.4189 -1.5041 0.207
H 0.4825 2.3937 0.3705 0.171
H 0.6116 1.2592 1.8398 0.162
H -2.0197 2.1605 -0.0090 0.124
H -3.7344 0.9395 -0.9342 0.093
H -3.6464 -1.5354 -0.3698 0.088
H -1.4950 -2.7372 -0.0577 0.159
H 2.0802 -0.6452 1.5618 0.209
H 3.1992 -2.2194 0.1438 0.179
```

***

Here is a molecular structure, C9H10NO2PdS2Se3Te2 from the Open Molecules 2025 dataset. Energies are from wB97M-V/def2-TZVPD.

Properties
- charge = -1
- F_max (eV/Å) = 0.256
- ΔE to the lowest compared entry with this formula, charge and spin (kcal/mol) = 0.0
- lowest unoccupied orbital energy (eV) = 2.16
- total energy (eV) = -250860.071
- orbital gap (Eh) = 0.2383

Geometry as XYZ:
```
30
Properties=species:S:1:pos:R:3:lowdin_charge:R:1
Pd 0.6784 -2.5997 -0.0945 -0.068
Se 0.9504 -5.5479 -2.1009 -0.202
Se -0.7159 -3.9184 -1.6092 -0.056
Te 1.8212 -4.8489 0.1894 0.264
Se 4.2099 -4.4349 0.0318 -0.330
C 3.5972 -0.7792 -0.6599 -0.420
Te 2.6057 -1.3226 1.1367 1.157
C 1.8421 0.6469 1.4389 -0.427
H 2.8869 -0.2374 -1.2801 -0.012
H 3.9107 -1.7061 -1.1330 -0.047
H 4.4597 -0.1627 -0.4160 0.003
H 2.6487 1.2810 1.8018 -0.001
H 1.0496 0.5873 2.1817 -0.025
H 1.4578 1.0227 0.4938 -0.015
O 0.6244 0.7118 -1.7607 -0.310
S -0.6735 0.1530 -1.4790 0.610
O -1.4029 -0.4277 -2.5660 -0.296
N -0.5680 -0.8673 -0.1855 -0.284
C -1.2360 -0.4397 0.8873 -0.895
S -1.2771 -1.2111 2.3544 0.614
C -1.9220 0.8662 0.6350 -0.231
C -2.7055 1.6038 1.5065 -0.032
C -3.2334 2.8066 1.0586 -0.074
C -2.9841 3.2648 -0.2341 -0.080
C -2.1992 2.5252 -1.1087 -0.038
C -1.6837 1.3334 -0.6404 -0.221
H -2.8855 1.2292 2.5055 0.094
H -3.8500 3.4001 1.7218 0.100
H -3.4074 4.2065 -0.5594 0.100
H -1.9984 2.8652 -2.1160 0.119
```

***

Here is a gas-phase ion, C9H10NO3 (charge -1) in a non-equilibrium geometry from the Open Molecules 2025 dataset. Energies are from wB97M-V/def2-TZVPD.

Properties
- charge = -1
- F_max (eV/Å) = 7.032
- ΔE to the lowest compared entry with this formula, charge and spin (kcal/mol) = 0.0
- lowest unoccupied orbital energy (alpha / beta) (eV) = 3.31 / 3.31
- total energy (eV) = -17126.335
- orbital gap (alpha / beta) (Eh) = 0.2824 / 0.2824

Geometry as XYZ:
```
23
Properties=species:S:1:pos:R:3:lowdin_charge:R:1
C -1.2426 1.4992 1.1471 -0.057
C -0.9993 0.8657 -0.2317 -0.453
C -2.2022 0.5075 -1.0249 -0.105
C -0.1468 -0.3040 -0.2207 -0.103
C -0.4572 -1.6389 0.1538 -0.056
C 0.5658 -2.5665 0.1653 -0.095
C 1.8777 -2.1829 -0.0708 -0.063
N 2.2993 -0.9151 -0.1596 -0.247
O 3.5200 -0.6599 -0.0729 -0.076
C 1.3729 0.0881 -0.1515 0.059
C 1.7682 1.5757 0.0122 -0.717
O 1.8810 2.3106 -0.9985 -0.038
O 1.9369 1.8239 1.2135 -0.015
H -1.5485 0.8266 1.9955 0.086
H -1.9798 2.3355 1.0448 0.081
H -0.2268 1.8700 1.4387 0.069
H -0.4243 1.7390 -0.7143 0.152
H -1.9564 0.3788 -2.1722 0.115
H -3.0247 1.2538 -1.0157 0.071
H -2.6397 -0.5181 -0.8179 0.071
H -1.5202 -1.7315 0.3798 0.097
H 0.4767 -3.6163 0.3858 0.088
H 2.6699 -2.9413 -0.2857 0.135
```

***

Q: Among the records above, which one has the lowest total energy?
A: C9H10NO2PdS2Se3Te2

***

Q: F_max of number 4 (C9H10NO3)?
A: 7.032 eV/Å

***

Q: What is the formula in the third record?
A: C9H10NO2PdS2Se3Te2

***

Please write out number 2 again, unchanged.
Here is a gas-phase ion, C9H10NO2 (charge +1) in a non-equilibrium geometry from the Open Molecules 2025 dataset. Energies are from wB97M-V/def2-TZVPD.

Properties
- charge = +1
- F_max (eV/Å) = 4.511
- ΔE to the lowest compared entry with this formula, charge and spin (kcal/mol) = 9.1
- lowest unoccupied orbital energy (eV) = -4.45
- total energy (eV) = -15072.177
- orbital gap (Eh) = 0.2943

Geometry as XYZ:
```
22
Properties=species:S:1:pos:R:3:lowdin_charge:R:1
N 2.2693 1.1186 -0.9057 0.282
C 1.5865 0.5966 0.0686 -0.182
C 0.5769 1.3178 0.7428 -0.022
C -0.6174 0.5159 0.1975 -0.160
C -1.7720 1.1329 -0.1989 -0.027
C -2.9258 0.4372 -0.5300 -0.009
C -2.7841 -0.9786 -0.4344 -0.030
C -1.6428 -1.6184 -0.0029 0.036
C -0.5183 -0.8268 0.2206 -0.267
O 0.5574 -1.5177 0.6066 0.080
C 1.8176 -0.8573 0.4741 -0.331
O 2.7235 -1.4657 -0.3088 0.087
H 2.3986 2.1110 -0.9708 0.152
H 2.8526 0.4189 -1.5041 0.207
H 0.4825 2.3937 0.3705 0.171
H 0.6116 1.2592 1.8398 0.162
H -2.0197 2.1605 -0.0090 0.124
H -3.7344 0.9395 -0.9342 0.093
H -3.6464 -1.5354 -0.3698 0.088
H -1.4950 -2.7372 -0.0577 0.159
H 2.0802 -0.6452 1.5618 0.209
H 3.1992 -2.2194 0.1438 0.179
```